Entry 1:
34
Properties=species:S:1:pos:R:3:forces:R:3:lowdin_charge:R:1 method="wB97M-V/def2-TZVPD" total_energy_ha=-1240.1593 lumo_energy_ha=-0.05832 e_homo_ev=-8.96 smiles="COCCCC1=C(I)C(=O)OC1=O.Fc1ccccc1" gap_ev=7.38 max_force_ev_per_a=8.3
C -1.304 -2.310 3.465 -1.4 -0.2 -0.3 -0.1385
O 0.033 -2.332 4.061 -0.9 1.7 -0.3 -0.2521
C 0.534 -0.990 4.410 0.5 0.4 0.6 -0.2263
C 0.642 -0.005 3.147 0.1 0.0 -0.9 -0.1873
C 1.843 1.172 3.233 -2.5 -1.0 -0.6 -0.1065
C 1.494 1.965 1.842 3.1 -1.0 -4.1 -0.1032
C 2.165 1.671 0.508 -3.8 3.1 4.7 -0.4786
I 3.900 0.391 0.089 -2.1 1.4 0.3 0.8270
C 1.113 2.450 -0.437 -2.3 -6.1 -5.1 -0.2907
O 0.734 1.730 -1.461 2.1 5.0 4.9 0.0093
O 0.240 3.496 0.098 3.5 -4.1 2.2 0.0859
C 0.524 3.199 1.509 1.7 5.8 4.4 -0.2507
O 0.417 4.180 2.353 -0.3 -5.7 -4.3 0.0587
H -1.296 -2.244 2.275 0.2 0.1 2.5 0.1058
H -1.943 -1.429 3.924 1.3 -1.6 -1.0 0.1028
H -1.903 -3.308 3.715 1.7 2.0 -0.3 0.1072
H -0.132 -0.462 5.237 1.1 -1.2 -1.6 0.1392
H 1.597 -1.175 4.894 -2.2 0.3 -1.1 0.1423
H -0.371 0.539 2.935 1.8 -1.0 0.6 0.1225
H 0.856 -0.644 2.180 -0.3 1.2 1.9 0.1302
H 1.680 1.759 4.220 0.4 -0.6 -2.0 0.1278
H 2.839 0.579 3.255 -1.5 1.6 -0.5 0.1051
F -2.284 -2.824 -5.806 -0.1 -0.2 -0.1 0.0585
C -1.716 -1.763 -5.218 0.5 0.9 0.5 -0.2954
C -1.016 -1.933 -4.028 0.0 -0.1 0.0 -0.0213
C -0.419 -0.830 -3.419 -0.2 0.2 -0.4 -0.0787
C -0.539 0.435 -4.001 0.0 0.1 0.0 -0.0946
C -1.247 0.596 -5.192 0.1 -0.4 0.3 -0.0805
C -1.834 -0.509 -5.807 -0.1 -0.1 0.0 -0.0230
H -0.941 -2.922 -3.587 0.0 0.1 -0.1 0.1128
H 0.136 -0.954 -2.493 -0.1 0.0 -0.2 0.1001
H -0.077 1.296 -3.522 -0.2 -0.3 -0.1 0.0751
H -1.342 1.582 -5.641 0.0 -0.2 0.1 0.1041
H -2.381 -0.404 -6.738 0.0 -0.1 0.1 0.1133



Entry 2:
33
Properties=species:S:1:pos:R:3:forces:R:3:lowdin_charge:R:1 method="wB97M-V/def2-TZVPD" e_above_lowest_ev=6.477 total_energy_ha=-876.9255 lumo_energy_ha=-0.06853 e_homo_ev=-6.45 gap_ev=4.58 max_force_ev_per_a=2.2
O -0.591 -1.467 0.486 1.0 0.4 -0.4 -0.1209
C -1.653 -1.495 1.148 -1.8 0.1 1.2 -0.4716
C -2.923 -0.931 0.654 1.0 -0.3 0.2 -0.0382
C -4.067 -0.926 1.404 -0.1 -0.2 0.5 -0.0373
C -4.076 -1.481 2.704 0.5 0.0 -0.3 -0.2050
N -5.257 -1.426 3.493 -1.2 0.0 0.8 -0.3558
O -5.237 -1.911 4.648 -0.1 0.6 -1.5 0.0016
O -6.282 -0.891 3.011 1.3 -0.7 0.7 0.0014
C -2.902 -2.067 3.230 -0.5 0.2 -0.1 -0.0372
C -1.745 -2.083 2.498 0.3 0.4 -0.9 -0.0374
H -2.926 -0.492 -0.343 0.1 -0.1 0.1 0.0912
H -4.991 -0.496 1.023 0.2 -0.1 0.1 0.1096
H -2.945 -2.497 4.229 0.0 0.1 -0.2 0.1098
H -0.846 -2.529 2.919 -0.1 0.1 -0.1 0.0911
C 3.512 -0.087 0.253 0.4 -0.3 0.0 0.0189
N 2.353 0.680 -0.243 -1.3 0.2 1.7 -0.1019
C 2.348 1.145 -1.613 0.0 0.3 -1.1 -0.2367
C 2.914 2.382 -1.937 -0.1 -0.1 0.2 -0.0139
C 2.907 2.819 -3.266 -0.1 -0.3 0.1 -0.0629
C 2.352 2.010 -4.266 0.0 -0.1 0.3 -0.0631
C 1.806 0.763 -3.937 0.2 0.2 0.3 -0.0521
C 1.806 0.327 -2.608 0.0 0.0 0.3 0.0054
C 1.358 0.897 0.575 0.7 -0.5 -1.4 0.2151
H 4.220 -0.190 -0.571 -0.1 0.0 0.2 0.1061
H 3.989 0.438 1.090 -0.2 0.0 -0.3 0.1073
H 3.187 -1.076 0.599 0.0 0.3 -0.2 0.1146
H 3.342 2.993 -1.140 -0.1 -0.1 -0.3 0.1221
H 3.331 3.793 -3.513 -0.1 -0.3 0.1 0.1123
H 2.347 2.351 -5.304 0.0 -0.1 0.4 0.1131
H 1.373 0.125 -4.708 0.1 0.2 0.2 0.1155
H 1.381 -0.636 -2.318 0.0 0.3 -0.2 0.1334
H 0.494 1.456 0.213 0.2 -0.2 0.2 0.1363
H 1.424 0.505 1.590 -0.2 0.1 -0.3 0.1294